Molecular formula: C22H35ClN2NiO5Te
Method: DFT, ωB97M-V with the def2-TZVPD basis set

The geometry in XYZ format:
```
67
Properties=species:S:1:pos:R:3:mulliken_charge:R:1
Ni 0.541 -0.557 -0.616 1.908
C 3.073 -3.252 0.543 -0.789
O 2.353 -2.050 0.785 -0.227
C 1.687 -2.052 2.024 -0.555
C 0.390 -2.792 1.842 -0.567
O -0.358 -2.104 0.841 -0.357
C -1.188 -2.990 0.141 -0.160
C -0.377 -3.642 -0.965 -0.640
O 0.363 -2.600 -1.578 0.321
C 1.130 -3.031 -2.693 -0.941
H 3.892 -3.350 1.262 0.303
H 3.470 -3.171 -0.460 0.149
H 2.432 -4.140 0.608 0.345
H 1.472 -1.014 2.294 -0.083
H 2.302 -2.517 2.800 0.544
H -0.189 -2.829 2.770 0.347
H 0.611 -3.815 1.522 0.357
H -1.986 -2.402 -0.306 -0.777
H -1.634 -3.737 0.805 0.447
H -1.052 -4.111 -1.691 0.473
H 0.286 -4.429 -0.579 0.347
H 0.478 -3.340 -3.515 0.281
H 1.779 -3.869 -2.417 0.337
H 1.746 -2.190 -2.995 0.114
C -2.900 3.546 5.258 -1.531
C -2.024 2.962 4.183 0.651
C -2.552 2.460 3.003 -1.052
C -1.735 2.021 1.966 0.728
C -2.362 1.475 0.715 -0.530
C -0.341 2.088 2.102 -0.561
Te 0.953 1.721 0.445 0.041
C 0.203 2.525 3.322 1.223
C 1.690 2.553 3.552 -1.613
C -0.644 2.946 4.339 -0.904
H -3.955 3.360 5.061 0.342
H -2.752 4.627 5.304 0.315
H -2.652 3.141 6.240 0.356
H -3.630 2.424 2.886 0.251
H -3.448 1.424 0.820 0.314
H -1.982 0.474 0.502 -0.309
H -2.124 2.101 -0.148 0.313
H 2.158 1.634 3.201 0.247
H 1.912 2.682 4.612 0.373
H 2.148 3.381 3.007 0.312
H -0.215 3.288 5.276 0.336
C -0.385 2.421 -4.792 -1.293
C -0.968 1.474 -3.801 0.725
C -2.216 0.895 -3.676 -1.334
C -2.143 0.081 -2.536 0.425
N -0.924 0.146 -2.008 0.301
N -0.230 1.001 -2.790 0.631
C -3.255 -0.706 -1.931 -0.824
H -1.145 3.085 -5.197 0.371
H 0.068 1.873 -5.620 0.241
H 0.394 3.016 -4.315 0.334
H -3.079 1.047 -4.301 0.465
H 0.732 1.293 -2.542 -0.037
H -3.972 -0.036 -1.455 0.263
H -2.875 -1.388 -1.176 -0.052
H -3.785 -1.281 -2.690 0.402
Cl 5.368 -0.657 -1.951 -0.223
C 4.416 0.673 -2.648 -0.544
C 2.927 0.669 -2.263 0.306
O 2.349 1.744 -2.484 -0.704
O 2.391 -0.393 -1.842 -0.562
H 4.505 0.589 -3.729 0.284
H 4.859 1.607 -2.317 0.348
```

Relative energy (zero: lowest compared OMol25 entry of this formula, charge and spin) ... 0.000 eV
Multiplicity ... 3
Max |F| ... 0.9 eV/Å
HOMO-LUMO gap (spin up / spin down) ... 7.0 / 6.7 eV
Charge ... 0

---

Molecular formula: C5H7N
Method: DFT, ωB97M-V with the def2-TZVPD basis set

The geometry in XYZ format:
```
13
Properties=species:S:1:pos:R:3:mulliken_charge:R:1
C 0.209 -1.109 1.478 -0.822
N -0.439 -0.294 0.471 -0.276
C -0.646 -0.805 -0.860 -0.379
C 0.391 0.237 -0.594 -0.158
C 0.170 1.647 -0.842 -0.786
C -0.073 2.824 -0.912 0.262
H 0.948 -0.491 1.999 0.310
H 0.719 -2.001 1.077 0.308
H -0.543 -1.429 2.207 0.273
H -0.266 -1.801 -1.095 0.277
H -1.581 -0.532 -1.343 0.239
H 1.425 -0.110 -0.656 0.351
H -0.314 3.863 -0.930 0.402
```

Relative energy (zero: lowest compared OMol25 entry of this formula, charge and spin) ... 3.285 eV
Structure (SMILES) ... C#C[C@@H]1CN1C
Max |F| ... 0.5 eV/Å
HOMO-LUMO gap ... 10.4 eV
Charge ... 0

---

Molecular formula: C3H10NO
Method: DFT, ωB97M-V with the def2-TZVPD basis set

The geometry in XYZ format:
```
15
Properties=species:S:1:pos:R:3:mulliken_charge:R:1
C -0.599 -0.504 0.748 -0.344
O 0.252 0.440 0.081 -0.406
C -2.027 -0.185 0.549 0.127
C -2.594 -0.228 -0.745 -0.775
N 4.100 0.217 -0.374 -0.637
H -0.351 -0.513 1.805 0.334
H -0.344 -1.362 0.116 0.335
H -0.167 1.310 0.084 0.305
H -2.627 -0.231 1.452 0.368
H -1.975 -0.804 -1.440 0.341
H -3.654 -0.339 -0.976 0.363
H -2.407 0.797 -1.133 0.344
H 3.484 0.109 -1.163 0.210
H 5.010 0.552 -0.654 0.226
H 3.710 0.902 0.259 0.208
```

Relative energy (zero: lowest compared OMol25 entry of this formula, charge and spin) ... 3.977 eV
Max |F| ... 2.6 eV/Å
HOMO-LUMO gap ... 4.2 eV
Charge ... +1